# 1
Density functional theory data (wB97M-V/def2-TZVPD) for a molecular structure, C42H70BN10RbSe4.

Each line ends with the Mulliken charge.
Positions of all 128 atoms, in Å:
Rb -0.85 0.21 0.73  -0.07
C -4.24 1.86 -2.14  -1.88
C -3.12 1.63 -3.12  0.40
C -2.94 0.34 -3.64  1.86
C -3.88 -0.76 -3.21  -1.94
C -1.91 0.07 -4.54  0.81
C -1.79 -1.31 -5.14  -2.37
C -1.01 1.08 -4.90  1.94
C 0.18 0.78 -5.78  -2.80
C -1.21 2.38 -4.42  0.99
C -0.30 3.50 -4.88  -2.48
C -2.26 2.66 -3.53  1.38
C -2.42 4.08 -3.05  -2.40
H -5.17 1.43 -2.52  0.45
H -4.44 2.90 -1.93  0.43
H -4.06 1.37 -1.19  0.04
H -4.76 -0.80 -3.87  0.28
H -4.23 -0.63 -2.19  0.24
H -3.40 -1.74 -3.24  0.22
H -2.77 -1.74 -5.32  0.53
H -1.25 -2.00 -4.49  0.23
H -1.27 -1.29 -6.10  0.42
H -0.03 0.95 -6.84  0.39
H 0.50 -0.26 -5.67  0.44
H 1.03 1.40 -5.51  0.56
H -0.83 4.44 -4.94  0.48
H 0.12 3.30 -5.86  0.50
H 0.54 3.65 -4.19  0.28
H -2.81 4.72 -3.86  0.50
H -1.47 4.51 -2.74  0.26
H -3.10 4.16 -2.21  0.30
C 5.48 -0.26 1.78  -1.38
C 4.29 -0.29 0.88  0.16
C 4.22 -0.76 -0.42  -0.94
C 2.88 -0.58 -0.80  -0.62
N 2.18 -0.06 0.20  1.22
N 3.05 0.13 1.23  0.05
B 2.72 0.95 2.50  -1.05
N 1.84 0.20 3.52  -0.23
N 0.57 -0.21 3.26  1.65
C 0.09 -0.71 4.39  -1.04
C 1.05 -0.64 5.41  -0.88
C 2.15 -0.05 4.81  0.50
C 3.46 0.28 5.45  -1.35
C -1.33 -1.23 4.47  3.04
C -1.61 -1.77 5.88  -2.61
C -2.32 -0.09 4.19  -1.41
C -1.53 -2.37 3.47  -1.15
N 2.16 2.35 2.16  0.03
N 0.97 2.57 1.56  1.07
C 0.83 3.87 1.43  -0.33
C 1.96 4.54 1.96  -0.80
C 2.78 3.53 2.41  0.26
C 4.12 3.66 3.05  -1.27
C -0.39 4.52 0.81  2.47
C 0.06 5.53 -0.25  -1.86
C -1.18 5.25 1.91  -1.87
C -1.31 3.48 0.17  -0.66
C 2.29 -0.84 -2.17  3.16
C 2.87 0.20 -3.14  -2.04
C 2.70 -2.23 -2.65  -2.41
C 0.77 -0.71 -2.17  0.27
H 6.32 -0.72 1.27  0.41
H 5.29 -0.80 2.71  0.17
H 5.76 0.76 2.05  0.15
H 5.04 -1.17 -1.00  0.48
H 3.77 1.13 3.05  -0.23
H 0.97 -0.96 6.43  0.53
H 3.45 -0.06 6.48  0.37
H 3.65 1.36 5.45  0.14
H 4.30 -0.19 4.93  0.15
H -1.52 -0.98 6.62  0.48
H -0.92 -2.57 6.14  0.45
H -2.63 -2.16 5.92  0.41
H -2.17 0.72 4.92  0.40
H -3.35 -0.44 4.26  0.34
H -2.22 0.35 3.20  0.09
H -0.97 -3.25 3.78  0.40
H -1.19 -2.09 2.47  -0.30
H -2.59 -2.62 3.37  0.40
H 2.15 5.60 2.01  0.44
H 4.38 4.72 3.12  0.37
H 4.90 3.16 2.46  0.18
H 4.14 3.23 4.05  0.10
H 0.69 6.31 0.18  0.33
H -0.81 6.01 -0.70  0.46
H 0.63 5.03 -1.04  0.30
H -0.58 6.03 2.37  0.38
H -1.50 4.55 2.68  0.36
H -2.08 5.70 1.48  0.43
H -0.78 2.91 -0.60  -0.06
H -2.17 3.97 -0.28  0.43
H -1.73 2.82 0.92  -0.58
H 3.96 0.17 -3.14  0.41
H 2.56 1.21 -2.85  0.37
H 2.52 0.01 -4.16  0.38
H 3.78 -2.30 -2.79  0.37
H 2.23 -2.46 -3.61  0.45
H 2.41 -3.00 -1.94  0.49
H 0.48 0.31 -1.92  0.15
H 0.31 -1.39 -1.46  -1.03
H 0.38 -0.92 -3.16  -0.18
Se -3.89 -1.49 0.50  -0.30
Se -5.61 -0.70 1.89  -0.36
Se -6.19 1.45 1.15  -0.32
Se -4.51 2.91 1.85  -0.55
C -1.78 -4.29 0.54  -0.36
N -1.48 -5.73 0.53  0.06
C -0.18 -5.93 1.16  -0.70
N 0.90 -5.21 0.48  0.05
C 0.55 -3.78 0.49  0.07
N -0.74 -3.52 -0.16  0.53
C -0.67 -4.01 -1.54  -0.13
N -0.35 -5.44 -1.61  0.03
C -1.39 -6.16 -0.86  -0.75
C 0.93 -5.65 -0.92  -0.78
H -1.85 -3.94 1.57  -0.31
H -2.75 -4.10 0.07  0.44
H 0.06 -7.00 1.15  0.36
H -0.23 -5.59 2.20  0.34
H 1.33 -3.21 -0.02  -0.30
H 0.50 -3.43 1.53  0.12
H 0.10 -3.46 -2.08  -0.08
H -1.63 -3.83 -2.02  0.08
H -1.16 -7.23 -0.89  0.37
H -2.35 -6.00 -1.35  0.35
H 1.71 -5.10 -1.45  0.39
H 1.17 -6.71 -0.94  0.34

Charge: -2
Kohn-Sham gap: 4.23 eV
HOMO level: -0.666 eV
ΔE to the lowest compared entry with this formula, charge and spin: 0.0 kcal per mole
E_tot: -322316.197 eV

# 2
Density functional theory data (wB97M-V/def2-TZVPD) for 8 unconnected molecules or ions with the total composition C42H70N7O11 in a non-equilibrium geometry.

Each line ends with the Mulliken charge.
Positions of all 130 atoms, in Å:
N -1.24 0.88 -0.25  -0.01
O -1.63 1.76 0.48  -0.32
O -0.77 -0.21 0.19  0.22
O -1.30 1.08 -1.45  -0.58
C 1.45 -1.60 -2.38  -1.65
C 1.83 -2.75 -1.42  1.54
C 2.95 -2.23 -0.38  -1.19
C 3.16 -3.15 0.83  -0.78
C 1.85 -3.30 1.50  -0.87
C 0.73 -3.98 0.68  1.24
N 0.63 -3.25 -0.70  0.71
O -0.55 -3.34 -1.53  -0.16
C -0.59 -3.78 1.46  -1.61
C 1.16 -5.48 0.55  -1.67
C 2.50 -3.92 -2.19  -1.67
H 0.91 -0.85 -1.81  0.21
H 0.87 -2.02 -3.21  0.35
H 2.27 -1.03 -2.80  0.49
H 2.85 -1.21 -0.01  0.12
H 3.88 -2.19 -0.95  0.59
H 3.84 -2.50 1.37  0.44
H 3.60 -4.12 0.58  0.36
H 1.58 -2.29 1.80  -0.16
H 1.99 -3.97 2.35  0.76
H -0.39 -4.33 2.37  0.53
H -1.48 -4.21 1.00  0.35
H -0.71 -2.70 1.38  0.11
H 0.29 -5.92 0.06  0.41
H 1.40 -5.92 1.52  0.38
H 2.03 -5.56 -0.10  0.39
H 1.89 -4.63 -2.76  0.30
H 3.20 -4.57 -1.67  0.37
H 3.31 -3.48 -2.78  0.48
C -3.24 0.05 -3.86  -1.94
C -3.73 -1.43 -3.65  1.71
C -5.21 -1.51 -3.64  -1.47
C -5.81 -2.92 -3.82  -0.63
C -5.33 -3.60 -5.11  -1.01
C -3.70 -3.76 -5.11  1.12
N -3.09 -2.40 -4.68  0.86
O -1.80 -2.14 -4.92  -0.30
C -3.27 -4.04 -6.53  -1.78
C -3.19 -4.89 -4.14  -1.44
C -3.23 -1.77 -2.14  -1.36
H -3.48 0.78 -3.09  0.34
H -3.52 0.36 -4.87  0.52
H -2.15 0.06 -3.87  0.51
H -5.58 -0.82 -4.39  0.52
H -5.63 -1.12 -2.71  0.34
H -6.85 -2.67 -4.05  0.43
H -5.62 -3.46 -2.90  0.35
H -5.70 -2.94 -5.89  0.39
H -5.72 -4.61 -5.24  0.45
H -2.18 -4.02 -6.56  0.46
H -3.73 -3.32 -7.21  0.43
H -3.65 -5.02 -6.81  0.41
H -3.49 -5.92 -4.35  0.43
H -3.55 -4.58 -3.16  0.35
H -2.12 -5.02 -4.00  0.37
H -3.70 -1.15 -1.39  0.41
H -2.18 -1.63 -1.88  -0.11
H -3.44 -2.80 -1.88  0.52
C 6.84 3.69 7.13  -0.86
N 5.73 3.21 6.29  0.08
C 5.10 2.09 6.68  -0.25
C 3.90 1.65 6.07  -0.86
C 3.37 2.32 4.94  0.55
C 4.09 3.41 4.47  -0.82
C 5.25 3.82 5.16  -0.52
C 2.18 1.75 4.21  1.08
C 1.23 2.57 3.65  -0.68
C 0.03 2.02 3.13  -0.57
N -0.18 0.69 3.35  0.48
C 0.84 -0.14 3.70  -0.46
C 2.04 0.44 4.13  -1.14
C -1.55 0.11 3.26  -0.76
H 6.65 4.76 7.26  0.37
H 7.74 3.45 6.56  0.35
H 6.81 3.24 8.12  0.32
H 5.59 1.69 7.55  0.41
H 3.41 0.79 6.50  0.61
H 3.73 3.97 3.62  0.72
H 5.76 4.75 4.98  0.46
H 1.40 3.63 3.55  0.76
H -0.73 2.71 2.78  0.43
H 0.55 -1.17 3.85  0.68
H 2.75 -0.18 4.65  0.56
H -1.86 -0.31 4.22  0.54
H -1.61 -0.68 2.52  0.04
H -2.29 0.89 3.13  0.11
C 0.37 6.02 -0.07  -1.83
C 0.60 4.67 -0.71  0.24
N 1.74 3.95 -0.28  0.58
C 2.03 2.69 -0.66  -0.72
C 3.27 2.36 -0.21  -1.20
N 3.67 3.41 0.68  0.21
C 2.67 4.36 0.65  -0.28
C 5.00 3.31 1.35  -0.94
H 1.26 6.64 0.01  0.53
H -0.05 5.88 0.93  0.41
H -0.30 6.65 -0.65  0.38
H 0.91 4.79 -1.75  0.19
H -0.31 4.07 -0.80  0.38
H 1.23 2.20 -1.21  0.94
H 3.96 1.56 -0.42  0.55
H 2.60 5.15 1.39  0.47
H 5.68 2.73 0.73  0.36
H 4.99 2.76 2.29  0.36
H 5.32 4.35 1.31  0.39
C 1.03 2.68 -4.18  -0.09
C 0.83 3.30 -5.52  0.41
O 1.92 3.46 -6.12  -0.67
O -0.27 3.73 -5.98  -0.68
H 1.80 1.94 -3.96  0.31
H 0.14 2.22 -3.75  0.06
H 1.32 3.49 -3.51  -0.10
C -3.42 3.98 1.74  -0.20
C -3.36 4.35 3.28  0.49
O -2.76 3.65 4.10  -0.60
O -3.94 5.40 3.71  -0.74
H -3.43 2.89 1.79  -0.13
H -2.65 4.48 1.15  -0.03
H -4.36 4.28 1.27  0.42
C -4.05 -1.34 1.39  -0.34
C -5.23 -2.09 0.96  0.56
O -6.17 -1.34 0.48  -0.70
O -5.16 -3.36 0.85  -0.70
H -4.13 -0.36 0.93  0.25
H -3.17 -1.82 0.96  -0.24
H -4.00 -1.20 2.47  0.50

Charge: +1
Kohn-Sham gap: 1.64 eV
HOMO level: -7.849 eV
E_tot: -77613.311 eV

# 3
Density functional theory data (wB97M-V/def2-TZVPD) for 7 unconnected molecules or ions with the total composition C42H74FN2O21P2S in a non-equilibrium geometry.

Each line ends with the Mulliken charge.
Positions of all 143 atoms, in Å:
C -3.42 1.18 4.50  -0.84
C -3.29 1.86 3.04  0.22
O -3.37 0.78 2.07  -0.35
C -2.87 1.21 0.76  -0.76
C -4.20 1.41 -0.10  0.42
C -4.85 2.86 0.25  -1.39
C -6.38 2.79 0.70  -0.58
C -6.97 4.18 1.25  -0.51
C -6.34 5.49 0.57  -0.30
O -6.79 6.73 1.22  -0.34
C -8.19 6.90 1.07  0.17
O -8.86 7.15 2.11  -0.48
O -4.11 1.36 -1.53  -0.40
C -3.11 0.46 -2.05  -0.23
P -3.86 -1.21 -2.33  0.49
N -3.87 -2.25 -1.14  -0.67
O -3.13 -1.93 -3.68  -0.60
O -5.52 -0.93 -2.76  -0.54
C -1.67 0.52 -1.27  -0.78
C -0.71 -0.44 -2.11  -1.07
C -0.62 -1.97 -1.67  -0.76
C 0.94 -2.38 -1.40  -0.64
S 1.62 -3.37 -2.84  -0.23
C -1.21 2.04 -1.59  -0.82
P 0.37 2.69 -0.88  1.06
O 0.15 3.35 0.51  -0.68
O 0.77 4.03 -1.89  -0.52
O 1.74 1.70 -0.96  -0.58
N -1.88 0.21 0.18  1.54
C -0.67 -0.01 1.02  1.30
F -0.48 0.95 2.08  -0.29
C -0.56 -1.45 1.74  -0.63
C -1.83 -1.89 2.60  -0.70
H -3.36 1.97 5.34  0.17
H -2.53 0.47 4.69  0.15
H -4.38 0.55 4.59  0.30
H -2.30 2.43 3.05  0.16
H -4.17 2.60 2.98  0.03
H -2.39 2.23 0.92  0.90
H -4.98 0.63 0.28  0.29
H -4.18 3.46 0.98  0.33
H -4.83 3.48 -0.72  0.46
H -6.63 1.96 1.44  0.29
H -6.98 2.55 -0.26  0.39
H -6.91 4.27 2.38  0.30
H -8.09 4.18 0.98  0.39
H -6.60 5.61 -0.54  0.26
H -5.19 5.54 0.62  0.13
H -8.76 6.83 0.09  0.38
H -2.85 0.88 -3.10  0.89
H -4.85 -2.48 -0.88  0.24
H -2.94 -2.88 -3.47  0.37
H -5.85 -1.84 -2.94  0.39
H 0.38 -0.06 -2.21  0.65
H -1.11 -0.42 -3.19  0.52
H -0.90 -2.61 -2.59  0.17
H -1.32 -2.31 -0.84  0.25
H 1.60 -1.47 -1.16  0.33
H 1.03 -3.08 -0.48  0.41
H 0.66 -3.45 -3.84  0.14
H -2.03 2.82 -1.35  0.26
H -1.12 2.08 -2.74  0.56
H 1.31 4.63 -1.31  0.20
H 2.04 1.54 -0.03  0.38
H -2.42 -0.70 0.22  0.38
H 0.30 0.06 0.40  -0.61
H 0.31 -1.34 2.48  0.50
H -0.28 -2.31 1.05  -0.08
H -1.68 -2.98 2.95  0.49
H -1.90 -1.24 3.53  0.02
H -2.81 -1.90 1.99  0.14
O 2.13 -6.75 -6.51  -0.63
C 2.71 -6.82 -5.45  0.38
O 3.26 -5.74 -4.82  -0.39
C 3.96 -6.19 -3.65  -0.13
C 3.35 -7.52 -3.31  0.26
C 2.97 -8.07 -4.66  -0.20
H 5.02 -6.27 -3.89  -0.01
H 3.83 -5.46 -2.85  0.31
H 4.02 -8.17 -2.74  -0.37
H 2.44 -7.37 -2.71  0.33
H 3.79 -8.62 -5.13  0.13
H 2.08 -8.69 -4.61  0.39
O 5.49 -8.94 -1.14  -0.62
C 5.62 -10.02 -1.66  0.53
O 5.03 -10.39 -2.84  -0.30
C 5.32 -11.76 -3.11  -0.48
C 6.57 -12.07 -2.32  -0.50
C 6.43 -11.17 -1.11  -0.49
H 4.47 -12.37 -2.79  0.28
H 5.47 -11.90 -4.18  0.32
H 6.68 -13.12 -2.07  0.33
H 7.46 -11.77 -2.90  0.27
H 5.86 -11.65 -0.31  0.27
H 7.40 -10.83 -0.75  0.30
O -1.98 1.66 7.04  -0.60
C -2.23 2.55 7.81  0.49
O -3.38 3.27 7.79  -0.38
C -3.30 4.31 8.78  0.08
C -2.27 3.84 9.77  -0.53
C -1.32 3.05 8.90  -0.40
H -3.01 5.24 8.28  -0.13
H -4.28 4.45 9.24  0.31
H -1.79 4.66 10.31  0.32
H -2.74 3.18 10.51  0.33
H -0.54 3.68 8.46  0.23
H -0.87 2.22 9.45  0.32
O -1.81 6.73 8.33  -0.55
C -1.43 7.47 7.45  0.48
O -0.54 8.48 7.64  -0.38
C -0.40 9.23 6.43  -0.48
C -0.84 8.28 5.33  -0.54
C -1.89 7.45 6.02  -0.27
H -1.03 10.12 6.49  0.26
H 0.64 9.54 6.31  0.32
H -1.20 8.80 4.44  0.32
H 0.00 7.64 5.04  0.27
H -2.88 7.91 5.96  0.30
H -1.92 6.43 5.64  0.19
O 2.29 6.22 -0.18  -0.61
C 2.96 6.49 -1.14  0.63
O 2.72 6.01 -2.39  -0.39
C 3.76 6.43 -3.27  -0.48
C 4.37 7.65 -2.62  -0.52
C 4.20 7.35 -1.15  -0.40
H 4.48 5.61 -3.38  0.29
H 3.35 6.66 -4.26  0.31
H 5.41 7.82 -2.91  0.33
H 3.79 8.54 -2.88  0.27
H 5.03 6.77 -0.75  0.27
H 4.05 8.25 -0.56  0.29
O 6.49 -7.49 -5.05  -0.54
C 6.80 -6.84 -6.02  0.43
O 8.03 -6.29 -6.20  -0.37
C 8.02 -5.50 -7.40  -0.44
C 6.87 -6.05 -8.23  -0.61
C 5.89 -6.49 -7.17  -0.14
H 7.87 -4.45 -7.13  0.26
H 8.97 -5.60 -7.91  0.32
H 6.46 -5.32 -8.93  0.34
H 7.21 -6.91 -8.80  0.28
H 5.22 -5.68 -6.86  0.14
H 5.32 -7.36 -7.49  0.34

Charge: +1
Kohn-Sham gap: 9.09 eV
HOMO level: -11.057 eV
E_tot: -122854.993 eV

- Among the records above, which one has the highest HOMO level?
  C42H70BN10RbSe4

- Which value of E_tot does entry 1 give?
  -322316.197 eV